Entry 1:
Computed, not measured: a cluster of 12 separate species, C31H69Br10N7O7 in total, with the ωB97M-V functional and the def2-TZVPD basis.

Cartesian coordinates (Å):
1 Br -0.53 -8.66 -1.04
2 C -0.15 -6.87 -0.44
3 C -1.30 -6.29 0.37
4 Br -0.88 -4.38 0.56
5 H 0.10 -6.33 -1.35
6 H 0.71 -6.78 0.22
7 H -1.36 -6.72 1.37
8 H -2.26 -6.40 -0.14
9 Br -6.22 -1.42 1.78
10 C -5.30 -0.35 0.40
11 C -5.41 1.08 0.82
12 Br -4.64 2.06 -0.85
13 H -5.73 -0.56 -0.58
14 H -4.30 -0.75 0.25
15 H -4.81 1.23 1.72
16 H -6.44 1.39 1.01
17 Br -4.47 -4.55 1.17
18 C -5.16 -4.04 -0.61
19 C -3.98 -3.46 -1.38
20 Br -4.84 -2.68 -3.01
21 H -6.00 -3.36 -0.43
22 H -5.55 -4.97 -1.01
23 H -3.30 -4.28 -1.60
24 H -3.59 -2.61 -0.81
25 Br -1.62 0.04 3.84
26 C -2.38 -1.67 3.17
27 C -1.49 -2.83 3.67
28 Br -1.87 -3.25 5.54
29 H -2.47 -1.55 2.09
30 H -3.40 -1.76 3.57
31 H -0.46 -2.50 3.74
32 H -1.51 -3.76 3.10
33 Br 4.20 3.38 5.72
34 C 3.56 2.26 4.13
35 C 2.12 1.84 4.18
36 Br 1.91 0.33 2.83
37 H 4.13 1.33 4.13
38 H 3.78 2.75 3.19
39 H 1.48 2.64 3.82
40 H 1.85 1.44 5.16
41 C 2.62 -4.74 2.19
42 O 2.01 -3.91 2.78
43 N 3.57 -4.49 1.29
44 C 3.92 -3.14 0.91
45 C 4.26 -5.54 0.58
46 H 2.56 -5.81 2.42
47 H 4.89 -2.89 1.34
48 H 3.32 -2.30 1.25
49 H 4.01 -3.11 -0.18
50 H 4.32 -6.49 1.11
51 H 3.76 -5.71 -0.38
52 H 5.24 -5.14 0.31
53 C 1.86 4.79 0.52
54 O 2.18 4.12 1.53
55 N 1.89 6.13 0.50
56 C 1.79 6.89 -0.78
57 C 2.33 6.92 1.61
58 H 1.57 4.39 -0.46
59 H 1.37 6.31 -1.60
60 H 2.77 7.14 -1.19
61 H 1.16 7.77 -0.68
62 H 3.30 6.60 2.00
63 H 2.41 7.98 1.34
64 H 1.57 6.83 2.38
65 C 5.55 0.83 -1.59
66 O 5.20 -0.01 -2.37
67 N 5.02 1.19 -0.39
68 C 3.94 0.35 0.22
69 C 5.52 2.28 0.42
70 H 6.40 1.51 -1.74
71 H 3.12 1.06 0.34
72 H 4.30 0.17 1.23
73 H 3.64 -0.47 -0.42
74 H 6.26 2.93 -0.05
75 H 4.79 2.94 0.89
76 H 6.10 1.82 1.21
77 C -1.46 0.14 -1.34
78 O -1.98 -0.97 -1.60
79 N -0.68 0.32 -0.26
80 C 0.01 1.64 -0.08
81 C -0.19 -0.82 0.57
82 H -1.55 1.03 -1.99
83 H -0.13 1.92 0.96
84 H -0.49 2.47 -0.58
85 H 1.10 1.58 -0.10
86 H -0.84 -1.68 0.38
87 H 0.82 -1.14 0.31
88 H -0.31 -0.57 1.62
89 C -3.55 0.61 -4.55
90 O -2.93 1.46 -4.01
91 N -3.82 0.61 -5.87
92 C -4.73 -0.46 -6.31
93 C -3.34 1.54 -6.81
94 H -3.96 -0.28 -4.04
95 H -4.26 -0.76 -7.25
96 H -5.74 -0.12 -6.55
97 H -4.88 -1.24 -5.57
98 H -2.98 2.33 -6.15
99 H -2.46 1.22 -7.36
100 H -4.12 1.94 -7.47
101 C 3.69 -2.79 -2.71
102 O 4.09 -3.92 -2.56
103 N 2.43 -2.33 -2.56
104 C 1.94 -1.03 -2.94
105 C 1.33 -3.23 -2.20
106 H 4.46 -2.11 -3.10
107 H 1.07 -1.09 -3.60
108 H 2.72 -0.36 -3.28
109 H 1.57 -0.59 -2.01
110 H 1.22 -2.99 -1.14
111 H 0.48 -2.92 -2.80
112 H 1.54 -4.30 -2.30
113 C -2.17 6.63 2.59
114 O -1.64 7.34 3.50
115 N -2.00 5.31 2.56
116 C -2.69 4.61 1.47
117 C -1.36 4.41 3.49
118 H -2.80 6.97 1.75
119 H -2.00 3.95 0.95
120 H -3.34 5.07 0.73
121 H -3.36 3.90 1.97
122 H -0.56 3.78 3.11
123 H -0.96 4.99 4.31
124 H -2.10 3.78 3.99

Summary:
E_LUMO   0.006 Ha
HOMO-LUMO gap   0.3408 Eh
M   1450.98 Da
SMILES   CN(C)C=O.CN(C)C=O.CN(C)C=O.CN(C)C=O.CN(C)C=O.CN(C)C=O.CN(C)C=O.BrCCBr.BrCCBr.BrCCBr.BrCCBr.BrCCBr
Energy above the lowest of the compared OMol25 structures with the same formula, charge and spin   5.8 kcal/mol

Entry 2:
Computed, not measured: a cluster of 3 separate species, C31H69NO11P2S in total, with the ωB97M-V functional and the def2-TZVPD basis.

Cartesian coordinates (Å):
1 C -0.01 1.84 -1.34
2 C 0.12 1.22 0.05
3 C 0.22 -0.31 0.12
4 C -0.77 -1.11 -0.76
5 C -0.07 -1.96 -1.83
6 C 0.46 -1.09 -2.97
7 C 1.00 -1.87 -4.17
8 C 1.49 -0.87 -5.24
9 C 0.32 -0.37 -6.08
10 C 0.57 1.02 -6.69
11 C 0.31 2.15 -5.65
12 C 1.58 2.98 -5.43
13 C 1.34 4.24 -4.58
14 C 2.05 5.48 -5.17
15 C 2.71 6.36 -4.11
16 C 1.72 6.78 -3.02
17 O 2.10 8.03 -2.40
18 S 3.00 7.81 -1.07
19 O 2.11 7.35 -0.03
20 O 3.20 9.42 -0.85
21 N 4.58 9.63 -0.51
22 C 4.69 10.64 0.27
23 C 5.98 11.40 0.28
24 C 3.62 11.11 1.21
25 H 0.90 1.66 -1.92
26 H -0.85 1.45 -1.92
27 H -0.08 2.92 -1.25
28 H 1.05 1.63 0.47
29 H -0.71 1.58 0.66
30 H -0.01 -0.57 1.16
31 H 1.23 -0.68 -0.06
32 H -1.29 -1.83 -0.11
33 H -1.54 -0.51 -1.24
34 H -0.79 -2.67 -2.27
35 H 0.75 -2.51 -1.37
36 H 1.29 -0.50 -2.58
37 H -0.34 -0.41 -3.28
38 H 0.19 -2.45 -4.63
39 H 1.81 -2.53 -3.86
40 H 1.92 -0.02 -4.69
41 H 2.28 -1.29 -5.86
42 H -0.59 -0.31 -5.49
43 H 0.11 -1.12 -6.85
44 H 1.61 1.08 -7.02
45 H -0.07 1.16 -7.56
46 H -0.45 2.81 -6.07
47 H -0.03 1.71 -4.71
48 H 2.36 2.36 -4.99
49 H 1.90 3.30 -6.43
50 H 0.26 4.41 -4.51
51 H 1.70 4.08 -3.56
52 H 1.30 6.06 -5.71
53 H 2.82 5.19 -5.88
54 H 3.54 5.83 -3.64
55 H 3.09 7.28 -4.56
56 H 0.74 6.93 -3.47
57 H 1.66 5.99 -2.27
58 H 6.58 11.17 -0.60
59 H 5.76 12.46 0.34
60 H 6.56 11.16 1.18
61 H 3.32 12.14 1.00
62 H 2.77 10.43 1.21
63 H 4.08 11.12 2.20
64 O -1.36 -0.95 4.10
65 P -1.92 -1.14 5.46
66 O -3.37 -1.78 5.00
67 C -3.40 -3.06 4.38
68 C -3.10 -4.18 5.38
69 O -2.38 0.37 5.85
70 C -1.67 1.51 5.37
71 C -2.41 2.16 4.21
72 O -2.05 -1.70 6.95
73 C -2.96 -1.21 7.96
74 C -4.42 -1.42 7.67
75 H -2.69 -3.10 3.56
76 H -4.40 -3.20 3.97
77 H -2.08 -4.09 5.76
78 H -3.21 -5.16 4.91
79 H -3.77 -4.12 6.24
80 H -0.65 1.24 5.07
81 H -1.59 2.21 6.20
82 H -2.68 1.41 3.47
83 H -1.79 2.92 3.74
84 H -3.33 2.63 4.57
85 H -2.74 -0.17 8.17
86 H -2.69 -1.77 8.85
87 H -4.78 -0.76 6.87
88 H -4.99 -1.19 8.57
89 H -4.63 -2.44 7.37
90 O -2.06 -7.53 2.72
91 P -1.52 -7.50 1.36
92 O -0.09 -8.20 1.28
93 C 0.05 -9.58 1.68
94 C -0.59 -10.54 0.70
95 O -1.06 -5.98 1.08
96 C -1.52 -4.90 1.90
97 C -0.42 -4.48 2.86
98 O -2.17 -7.78 -0.05
99 C -1.78 -7.14 -1.28
100 C -0.38 -7.45 -1.74
101 H -0.37 -9.71 2.68
102 H 1.12 -9.76 1.75
103 H -1.67 -10.41 0.66
104 H -0.38 -11.57 0.99
105 H -0.21 -10.38 -0.31
106 H -2.43 -5.18 2.43
107 H -1.76 -4.06 1.25
108 H 0.02 -5.33 3.38
109 H -0.80 -3.78 3.60
110 H 0.38 -3.99 2.31
111 H -1.94 -6.06 -1.20
112 H -2.49 -7.50 -2.02
113 H 0.37 -6.98 -1.11
114 H -0.25 -7.08 -2.76
115 H -0.19 -8.53 -1.73

Summary:
E_LUMO   0.001 Ha
HOMO-LUMO gap   0.3527 Eh
M   725.90 Da

Entry 3:
Computed, not measured: a cluster of 2 separate species, C31H70N2O6P in total, with the ωB97M-V functional and the def2-TZVPD basis.

Cartesian coordinates (Å):
1 C -2.93 -3.18 9.62
2 C -3.13 -4.18 8.48
3 C -3.19 -3.46 7.11
4 C -3.98 -4.31 6.09
5 C -3.34 -4.39 4.68
6 C -4.32 -3.99 3.57
7 C -4.01 -4.73 2.26
8 C -4.99 -4.29 1.14
9 C -4.33 -3.90 -0.18
10 P -3.14 -2.42 -0.07
11 O -2.28 -2.84 -1.57
12 C -2.34 -1.70 -2.33
13 N -1.64 -1.76 -3.62
14 C -3.83 -1.34 -2.37
15 C -4.25 -0.06 -3.09
16 C -3.25 1.11 -3.03
17 C -2.66 1.45 -4.39
18 C -1.76 2.68 -4.34
19 C -0.41 2.41 -3.66
20 C -0.36 2.78 -2.16
21 C 0.81 3.71 -1.88
22 C 0.75 4.39 -0.52
23 C 0.91 3.47 0.70
24 C 1.85 2.29 0.54
25 O 3.19 2.72 0.75
26 C 4.04 1.72 1.24
27 O -4.45 -2.49 -3.01
28 C -5.83 -2.37 -3.23
29 C -6.50 -3.75 -3.24
30 C -5.58 -4.85 -3.74
31 O -4.19 -1.37 -1.03
32 H -2.03 -2.60 9.42
33 H -3.78 -2.50 9.68
34 H -2.78 -3.70 10.56
35 H -2.31 -4.89 8.47
36 H -4.08 -4.68 8.63
37 H -3.74 -2.55 7.29
38 H -2.19 -3.25 6.76
39 H -4.98 -3.89 6.01
40 H -4.09 -5.33 6.47
41 H -2.50 -3.70 4.64
42 H -2.96 -5.39 4.49
43 H -4.21 -2.93 3.39
44 H -5.36 -4.16 3.86
45 H -2.98 -4.52 2.02
46 H -4.13 -5.78 2.49
47 H -5.63 -5.15 0.93
48 H -5.59 -3.46 1.51
49 H -5.14 -3.61 -0.84
50 H -3.86 -4.75 -0.67
51 H -2.16 -3.25 0.62
52 H -3.79 -2.01 1.16
53 H -2.19 -1.33 0.17
54 H -1.85 -0.89 -1.77
55 H -0.91 -2.47 -3.57
56 H -1.14 -0.88 -3.71
57 H -5.20 0.26 -2.66
58 H -4.43 -0.28 -4.14
59 H -3.82 2.00 -2.75
60 H -2.49 0.99 -2.27
61 H -3.46 1.64 -5.10
62 H -2.07 0.63 -4.78
63 H -2.29 3.52 -3.88
64 H -1.56 2.96 -5.37
65 H 0.33 3.01 -4.18
66 H -0.11 1.38 -3.83
67 H -1.31 3.24 -1.90
68 H -0.23 1.85 -1.61
69 H 1.75 3.18 -1.98
70 H 0.81 4.49 -2.64
71 H 1.45 5.22 -0.47
72 H -0.24 4.84 -0.44
73 H 1.34 4.07 1.50
74 H -0.03 3.09 1.08
75 H 1.76 1.78 -0.42
76 H 1.59 1.55 1.30
77 H 3.57 1.05 1.97
78 H 4.85 2.22 1.77
79 H 4.50 1.10 0.46
80 H -6.33 -1.77 -2.47
81 H -6.01 -1.92 -4.21
82 H -7.33 -3.67 -3.95
83 H -6.94 -3.97 -2.27
84 H -5.30 -4.68 -4.77
85 H -6.14 -5.79 -3.73
86 H -4.72 -4.99 -3.09
87 C 11.02 2.44 -1.17
88 O 10.51 3.43 -2.03
89 C 9.38 3.04 -2.80
90 C 8.08 3.63 -2.27
91 N 7.68 3.04 -1.00
92 C 6.66 3.77 -0.24
93 C 6.87 5.26 0.06
94 O 7.86 5.55 1.03
95 C 9.20 5.44 0.58
96 H 12.03 2.74 -0.88
97 H 10.43 2.34 -0.26
98 H 11.08 1.46 -1.67
99 H 9.31 1.95 -2.88
100 H 9.53 3.44 -3.80
101 H 7.29 3.45 -3.01
102 H 8.23 4.71 -2.19
103 H 8.50 2.92 -0.41
104 H 6.55 3.26 0.71
105 H 5.71 3.67 -0.77
106 H 5.93 5.61 0.50
107 H 7.02 5.86 -0.84
108 H 9.32 5.82 -0.44
109 H 9.55 4.41 0.65
110 H 9.81 6.05 1.24

Summary:
E_LUMO   0.072 Ha
HOMO-LUMO gap   0.2147 Eh
M   597.88 Da
Net charge   -1